Entry from the OMol25 dataset: one molecule with the formula C4H5N3 at a distorted geometry (ωB97M-V/def2-TZVPD).

The geometry in ORCA input format:
```
! RIJCOSX wB97M-V def2-TZVPD def2/J DEFGRID3
* xyz 0 1
H 1.625 0.892 0.808
N 2.307 0.250 0.426
C 1.683 -0.729 -0.160
N 0.319 -0.962 -0.167
C -0.552 -0.061 -0.126
C -0.722 1.343 -0.151
C -2.070 -0.575 -0.034
N -3.325 -0.504 0.325
H 2.251 -1.597 -0.348
H 0.284 -2.031 0.152
H 0.063 2.176 -0.544
H -1.864 1.797 -0.181
*
```

Values from the calculation:
relative energy (zero: lowest compared OMol25 entry of this formula, charge and spin)	5.6542	eV
structure (SMILES)	[H]/N=C\NC(=C)C#N
HOMO energy	-9.09	eV